[1]
This record from the OMol25 dataset describes a molecular structure, C47H56BFMnN7P2S3Se at a distorted geometry. The level of theory is ωB97M-V/def2-TZVPD.

Results
Spin multiplicity: 5
F_max: 0.0511 hartree/bohr
Frontier orbital gap (spin up / spin down): 6.24 / 8.43 eV

XYZ file:
```
119
Properties=species:S:1:pos:R:3:forces:R:3:lowdin_charge:R:1
C 19.75728 18.22049 13.52973 -0.385 0.306 -1.104 -0.0871
C 13.95521 11.01718 10.24841 0.817 0.739 0.352 -0.1021
C 10.36000 13.20234 19.04122 -0.259 -1.530 1.388 -0.6540
C 16.67948 11.51392 10.67682 1.092 -0.866 -0.470 -0.3752
H 16.87038 9.38086 10.54640 0.077 -0.208 0.162 0.0957
B 12.55705 12.48696 20.40583 -0.182 -0.716 1.416 -0.5930
C 10.19415 11.67743 20.71022 -0.440 1.745 -1.769 -0.0426
H 19.91735 11.27452 5.18094 -0.479 -0.501 1.241 0.1189
H 17.79122 12.27956 5.79885 -0.013 -0.109 0.654 0.1031
H 8.84889 14.02419 16.60261 0.542 0.002 -0.324 0.0331
C 14.48478 10.78476 20.41804 -1.765 0.419 -0.052 -0.0281
C 7.64895 11.83824 17.42365 -0.006 -0.570 -1.976 -0.0326
H 17.14283 12.52780 8.31683 -0.482 0.232 -0.380 0.0902
S 11.47584 10.38980 17.93352 -0.256 0.460 0.277 0.7669
C 15.39616 15.86822 17.72019 -0.259 -0.592 0.040 -0.5177
C 19.41273 11.09131 15.31833 -0.428 1.627 -1.248 -0.0737
H 14.85519 11.26716 21.29051 0.532 0.115 0.261 0.1186
C 20.17437 11.16441 8.61836 -0.366 0.071 -0.625 -0.1176
C 18.75610 15.62195 13.15904 0.554 -0.918 1.324 -0.3866
Mn 12.00478 12.36954 16.62576 -0.378 0.651 -0.355 0.2067
N 13.47240 13.63900 19.95856 -0.437 0.439 -0.822 0.0263
H 15.29684 16.48315 15.71377 1.018 0.839 -1.156 0.0666
H 7.11151 14.16943 19.91876 0.074 0.432 0.216 0.0956
H 15.18068 7.35700 18.85141 0.452 0.172 -0.280 0.1006
H 14.47318 8.92801 10.34709 0.069 0.327 -0.155 0.1102
H 21.36560 10.36629 15.46889 0.969 -1.093 0.795 0.0837
H 15.93409 9.41274 19.64077 -0.678 -0.250 -0.296 0.1308
C 14.21017 15.72485 19.96694 -0.719 -0.751 -0.178 -0.0342
H 14.57969 14.86956 15.90688 0.052 1.191 0.532 0.0390
H 15.26563 6.99425 17.17237 0.028 -1.508 -1.236 0.0660
H 19.59681 13.93674 10.87256 -0.563 -0.064 0.410 0.0614
P 18.53973 11.78681 10.76204 -0.975 -0.245 0.401 1.0352
Se 13.47894 12.37814 14.64112 -0.319 -0.405 -0.875 0.5957
S 11.08894 14.30235 17.96755 0.346 0.171 -0.403 0.7363
C 12.79532 7.58885 17.76674 0.425 -1.454 0.608 -0.0600
S 14.24941 12.65726 17.52891 -0.178 0.557 -0.041 0.6544
C 20.45264 10.90123 7.27984 1.634 -1.037 0.295 -0.1113
H 12.92798 10.89247 10.04220 -0.955 -0.296 0.060 0.0815
C 13.94040 8.55225 17.59696 0.811 1.244 0.994 -0.5483
H 18.99186 10.48010 16.04788 -0.526 -1.076 1.127 0.0822
C 12.86682 10.40465 18.96325 0.923 -1.696 -1.781 -0.6589
C 14.82813 9.96110 10.38272 -0.172 -0.968 -0.347 -0.0905
C 14.44702 12.29944 10.41734 -0.313 0.096 0.080 -0.0779
N 11.04865 12.53923 20.02451 -0.117 0.323 -0.104 0.0081
C 19.58016 15.90825 14.27794 -0.762 -0.320 -1.707 -0.0768
H 17.56962 12.05342 14.88336 -1.036 0.031 0.227 0.0785
C 12.38802 11.57567 13.32232 -1.081 0.264 -0.789 -0.7061
C 15.23309 7.79131 17.84060 0.086 0.394 0.961 -0.0552
C 18.56324 13.60350 11.11493 0.133 0.753 -0.707 -0.5559
H 6.02113 13.93507 18.54727 -1.050 0.168 0.088 0.0835
C 18.42034 11.92040 6.62516 -0.495 0.263 0.097 -0.0756
H 16.25006 17.86237 17.57832 0.024 0.060 -0.569 0.0849
C 18.45066 16.61865 12.29081 0.604 1.435 -0.965 -0.1420
H 16.66769 14.18529 16.96149 -0.171 1.071 0.960 0.0878
P 17.96047 13.99595 12.82784 0.401 -0.092 0.233 1.0345
C 20.03230 17.19756 14.43510 -0.307 0.821 0.525 -0.1089
H 10.59070 11.07072 21.47988 -0.091 -0.444 0.604 0.1152
C 7.84375 13.05908 18.24857 1.821 0.463 0.354 -0.5396
N 11.66456 11.23918 12.46610 1.334 0.300 1.484 0.0511
H 14.49054 8.63132 15.59788 0.492 -1.297 -1.655 0.0686
C 19.11318 12.89903 13.70618 -0.625 -0.822 0.168 -0.4632
C 16.16814 10.20008 10.54100 1.111 0.794 0.423 -0.0995
H 13.06704 14.86692 21.69732 0.540 -0.102 -1.440 0.1497
C 20.41859 12.74559 13.30309 2.466 -0.166 0.572 -0.1292
C 16.68883 15.08484 17.65302 0.295 -1.140 -0.262 -0.0405
H 8.05790 11.40568 20.46418 -0.375 -0.115 -0.242 0.1219
H 21.39257 10.32616 7.07951 -0.833 0.805 -0.047 0.1140
C 14.06066 13.87182 18.77295 0.563 0.193 -0.695 -0.6088
H 14.46385 16.72866 20.18572 -0.020 0.370 0.353 0.0980
H 13.11749 9.71821 15.89349 0.687 -0.328 0.247 0.0339
H 22.26681 11.61530 13.60671 0.054 0.390 0.277 0.1018
H 13.71857 13.09276 10.45371 0.034 0.358 -0.227 0.1044
N 9.06674 12.73708 19.11848 0.457 1.726 -0.997 0.0175
C 21.27938 11.84207 13.99667 -1.371 0.521 -1.390 -0.0570
H 8.24824 15.10096 17.87397 0.221 0.898 0.132 0.0718
C 14.70343 15.90033 16.34660 -1.153 -1.399 1.186 -0.0203
H 12.60548 12.46222 21.63765 -0.060 0.343 -0.385 0.1288
N 14.53873 15.15811 18.74840 -0.617 -0.786 0.434 0.0203
H 16.98084 14.79061 18.66000 -0.046 -0.344 0.053 0.0928
H 6.78047 11.97428 16.77534 0.054 0.219 -0.215 0.0976
H 7.37988 10.98240 17.98191 0.046 -1.094 0.924 0.0675
H 12.79556 7.14238 18.79538 -0.165 0.575 -0.739 0.1138
H 18.86182 18.58004 11.53322 -0.032 -0.038 0.647 0.1057
H 20.51423 17.49317 15.34389 0.620 -0.141 0.359 0.0927
C 20.73960 11.05193 14.99506 0.330 0.399 -0.624 -0.1009
H 14.82705 10.06273 16.43756 -0.549 -0.031 -0.261 0.0661
C 8.06804 14.21819 17.30488 -0.452 -0.392 -0.236 -0.0850
C 18.07483 12.11231 7.98789 0.559 -0.292 -1.231 -0.0738
H 20.86883 13.36515 12.49834 -0.492 -0.478 0.614 0.1130
H 16.14958 17.34622 19.21959 -0.689 -0.119 -0.592 0.1000
H 20.91657 10.92682 9.35764 0.076 -0.283 0.313 0.0872
C 15.60867 17.30653 18.24312 -0.022 -0.570 0.311 -0.0430
C 18.59964 12.00163 14.65035 0.868 0.365 0.117 -0.0862
H 11.80912 7.85038 17.44770 -0.353 0.714 0.166 0.0346
H 13.73518 16.40671 16.44844 0.037 -0.281 -0.146 0.0962
C 15.80199 12.56201 10.61868 -1.245 0.020 -0.162 -0.1442
H 17.88842 16.38234 11.41695 -0.559 -0.056 -0.545 0.0871
C 14.05761 9.28577 16.27798 -0.428 1.255 0.884 -0.0679
H 17.48004 15.72462 17.34545 0.710 0.621 -0.681 0.0666
H 19.89534 15.07941 14.87580 0.080 -0.079 0.677 0.0912
H 8.54057 11.60145 16.75309 -1.062 0.482 1.001 0.1047
H 6.39627 12.59433 19.69907 -0.868 -0.354 0.401 0.0707
C 14.92218 9.81082 19.60454 1.154 0.755 0.768 -0.0674
H 14.60897 17.76665 18.26531 0.525 0.251 0.297 0.0983
H 13.05041 6.77052 17.11555 0.147 -0.658 -0.337 0.0815
C 18.95919 11.74602 8.98732 0.297 -0.274 -0.220 -0.4022
H 17.89637 14.17262 10.44335 0.373 -0.320 -0.044 0.0318
C 6.73427 13.47192 19.19166 0.785 -0.766 -0.395 -0.0174
N 13.94732 9.59687 18.68418 -1.807 -0.661 -0.370 -0.0175
H 7.14414 14.32061 16.72379 0.052 0.112 0.205 0.1002
H 16.10530 13.58975 10.67052 0.081 0.180 0.211 0.0644
H 20.13720 19.25438 13.69735 -0.286 -1.022 -0.166 0.1107
H 16.15758 8.36021 17.65358 -0.442 0.061 0.366 0.1006
C 19.00387 17.89813 12.38105 0.337 0.138 0.578 -0.0721
C 19.59921 11.27114 6.25842 0.016 1.097 -0.483 -0.1058
C 13.50375 14.79798 20.66492 0.051 0.991 1.998 -0.0516
F 10.45041 12.31034 15.67380 0.568 -0.231 0.366 -0.5005
N 13.17841 11.12777 20.00399 0.806 0.816 0.736 0.0300
C 8.96741 11.85773 20.13633 0.886 -1.285 1.552 -0.0722
```
Forces are in eV/Å.

=====

[2]
This record from the OMol25 dataset describes a molecular structure, C47H56Br6N2O13 at a distorted geometry. The level of theory is ωB97M-V/def2-TZVPD.

Results
Spin multiplicity: 1
F_max: 0.1446 hartree/bohr
Frontier orbital gap: 6.01 eV

XYZ file:
```
124
Properties=species:S:1:pos:R:3:forces:R:3:lowdin_charge:R:1
C 23.18618 -10.77746 33.16198 -0.669 -0.791 0.174 -0.0170
C 20.00108 -15.88804 34.05811 -0.303 0.414 0.625 -0.0155
H 20.55579 -11.06428 26.71811 0.134 -0.081 -0.366 0.1352
Br 17.20999 -6.05006 28.57804 -0.580 -0.231 0.944 0.6980
C 12.51312 -7.68904 29.06622 0.840 -1.079 -0.671 0.0035
C 16.22150 -13.60525 24.70094 0.813 0.013 0.640 -0.0043
C 25.41344 -5.94076 28.46122 -0.628 -0.050 -0.839 -0.3308
C 14.23740 -13.51147 26.04168 -1.201 -0.527 -0.276 -0.0308
H 23.09345 -3.26995 26.33374 0.120 -0.473 0.128 0.0683
H 16.28781 -12.75413 28.81028 0.762 -0.426 -0.024 0.0422
O 19.39742 -13.32400 31.44037 0.452 -0.716 -0.146 0.0328
H 20.78677 -11.08498 29.56035 0.032 -0.019 -0.119 0.1532
H 20.35146 -13.33371 31.27837 -0.053 0.606 -0.015 0.0696
O 22.42701 -12.25290 31.42045 -0.875 -0.586 0.321 -0.0063
H 21.24290 -14.57603 32.99900 -0.093 0.345 -0.064 0.1092
O 18.38581 -17.10088 35.38109 -0.003 0.254 0.951 0.0282
H 21.83764 -2.31507 26.85938 -0.546 -0.099 0.646 0.0595
C 18.83965 -10.52784 25.48435 0.305 0.424 0.561 -0.0058
H 16.96222 -15.61677 24.31989 -0.032 0.189 -0.469 0.1224
N 20.59416 -9.04147 28.91514 -2.804 -2.208 4.241 -0.0759
C 17.69861 -15.87604 33.46076 -0.204 0.547 0.538 -0.0005
H 27.76839 -5.67091 32.54760 0.330 -0.177 -0.893 0.0954
H 16.25937 -5.81426 30.92076 -0.111 0.001 -0.267 -0.0303
C 16.15253 -14.98762 24.66317 -0.553 -0.431 0.480 0.0001
C 25.05488 -5.94458 30.85274 -0.313 0.510 -0.764 -0.0177
C 24.00783 -9.77189 33.62301 0.561 -0.266 -0.142 0.0038
C 21.92757 -8.51232 29.22612 -0.641 0.035 2.379 0.0500
H 16.71721 -16.27337 33.68616 -0.164 0.165 -0.316 0.1188
O 26.86938 -5.47586 32.28831 -1.157 0.242 1.085 0.0155
O 24.95723 -6.03972 27.18612 0.107 0.029 0.259 0.0386
C 13.87700 -7.30053 27.06924 0.579 -1.433 1.060 -0.0304
C 20.08000 -4.36261 27.10884 0.007 -0.151 1.731 -0.1048
H 22.22966 -7.83193 28.42980 1.512 0.069 2.399 0.0883
C 19.93444 -10.28296 26.30513 0.743 0.225 -1.592 -0.0088
Br 16.66937 -8.27702 31.03794 -0.056 0.744 -0.540 0.5918
C 20.18052 -10.30716 29.12319 0.682 0.701 0.132 -0.0107
O 13.05916 -5.50258 28.38749 -0.367 0.230 1.314 0.0145
C 19.47079 -7.88643 26.14628 0.149 -0.381 -3.271 -0.0279
H 13.12371 -13.06859 29.27918 0.060 0.103 0.108 -0.0393
H 13.26343 -15.43470 26.32544 -0.279 0.304 -0.051 0.1173
O 15.57679 -11.59520 25.88227 -0.426 -0.093 0.127 -0.0007
C 21.60650 -4.55701 27.26772 -0.697 -0.434 0.147 -0.6575
H 17.22396 -14.44976 31.81850 -0.704 -0.331 0.426 0.0930
H 28.34711 -5.66859 30.11263 0.024 0.195 0.043 0.1106
H 17.93606 -11.53053 27.37436 -0.293 -0.282 0.132 0.0863
C 12.75992 -9.07562 28.98355 -1.259 1.379 0.312 -0.0028
Br 18.70181 -5.85023 31.41327 -0.603 -0.182 -0.473 0.5373
H 24.39816 -6.10269 31.69656 0.072 0.308 0.138 0.1183
H 18.58308 -11.52731 25.16164 -0.074 -0.011 0.043 0.1156
C 27.27947 -5.70541 29.93895 -0.395 -0.386 -0.673 -0.0241
H 16.27230 -11.15148 25.37665 -0.055 0.146 -0.435 0.0541
H 19.74851 -7.30988 28.24114 -0.847 0.131 0.200 0.1120
H 23.98090 -5.95170 27.14475 -0.417 0.130 -0.464 0.0633
C 15.34085 -12.89109 25.50176 0.385 0.199 -0.170 -0.2974
C 22.37476 -3.21869 27.16141 0.898 -0.117 -1.176 -0.0724
H 25.93200 -9.51225 30.83975 0.060 0.328 0.204 0.1225
C 15.08065 -15.62521 25.28016 -0.074 0.267 0.200 -0.3309
H 16.33349 -9.15060 24.09353 0.326 0.401 0.144 0.1233
H 27.45993 -6.02156 27.81260 -0.078 0.197 -0.112 0.1164
O 16.93820 -9.83948 24.38144 -0.190 -0.510 -0.414 0.0135
H 22.41688 -11.18322 33.80914 -0.091 0.125 -0.043 0.1219
C 14.07057 -14.87192 25.87443 0.817 -0.868 0.103 -0.0315
C 18.31911 -8.14128 25.40710 0.965 0.525 0.698 0.0165
C 13.50826 -9.55118 27.93620 1.653 -0.333 -1.007 -0.3211
C 20.20497 -14.87260 33.13142 1.448 -0.395 -0.596 -0.0258
H 22.81385 -12.89214 30.81520 0.459 0.190 0.081 0.1058
C 18.15666 -11.68291 28.43085 0.335 0.408 0.173 -0.1334
C 18.71737 -16.31304 34.30876 -0.550 -0.510 -1.051 -0.3416
H 20.79208 -16.25232 34.70104 0.166 0.101 -0.161 0.1202
H 23.47355 -5.94798 29.41118 -0.002 -0.158 -0.223 0.0916
O 13.80261 -10.88084 27.84148 -0.733 -1.045 0.950 -0.0079
H 16.99528 -12.10994 30.28984 0.160 0.295 0.036 0.0639
H 14.66886 -9.12166 26.20267 -0.041 0.018 -0.071 0.0980
N 18.89255 -10.42493 28.77516 -0.739 0.732 -0.044 -0.0184
C 14.06947 -8.68148 26.99025 -0.179 0.386 -0.157 -0.0073
C 18.48054 -9.17473 28.31963 -1.821 -1.600 2.223 -0.1103
Br 11.58665 -14.71254 30.53598 0.812 0.562 -0.563 0.5181
H 14.37111 -6.57824 26.43516 -0.049 -0.128 -0.224 0.1104
H 11.75775 -7.30071 29.73079 0.308 0.186 0.295 0.1190
C 18.06220 -9.45025 25.08511 -1.165 -0.684 -0.264 -0.2926
H 17.42767 -9.02388 28.15534 0.143 0.180 -0.513 0.1114
O 26.02791 -8.56381 33.33737 -0.239 0.285 0.911 0.0594
H 21.76369 -4.82775 28.33686 -0.303 -0.034 0.249 0.0856
H 21.82070 -7.97905 30.16949 0.491 -0.205 0.268 0.1179
H 26.75279 -8.33341 32.75204 -0.270 -0.134 -0.470 0.1016
H 22.96924 -3.07906 28.06475 -0.128 0.427 0.013 0.0587
C 20.28732 -8.96130 26.49725 1.242 0.361 -1.733 -0.3211
H 17.68967 -7.30611 25.12734 -0.130 -0.170 -0.222 0.1278
H 19.57502 -5.27115 27.46510 0.222 -0.370 -0.965 -0.0330
C 13.19668 -6.86218 28.18880 -1.049 1.866 -0.773 -0.3423
C 23.34369 -11.34130 31.90560 0.224 1.029 -0.857 -0.3293
C 17.04227 -6.42346 30.49262 0.917 -0.208 0.425 -1.4583
C 24.27520 -10.79854 31.02438 -0.548 -0.381 1.173 -0.0341
H 18.89556 -12.48113 28.46663 -0.093 -0.139 0.340 0.1265
H 24.23936 -11.21049 30.02306 0.568 0.368 -0.199 0.1166
H 12.21320 -9.67333 29.69997 0.319 -0.524 -0.166 0.1163
O 21.40626 -8.71014 27.21168 1.430 0.078 -7.295 -0.0556
C 24.54790 -5.94045 29.54897 0.192 -0.272 0.648 -0.0135
C 13.28770 -13.78716 30.07346 -0.114 -0.905 1.550 -1.4685
Br 13.89466 -12.89686 31.75819 -0.199 -0.250 -1.242 0.5102
C 16.88218 -11.92960 29.22557 -0.696 0.069 -0.936 -0.0620
H 13.39284 -12.99191 26.47740 0.405 0.423 0.297 0.1185
Br 14.61862 -15.11603 29.52742 -0.469 0.566 0.110 0.5648
C 19.52614 -8.35251 28.39712 0.286 1.316 3.744 -0.1532
C 25.14668 -9.83214 31.51641 0.431 -0.705 -1.186 -0.0169
C 25.08415 -9.38787 32.82260 0.061 0.397 -0.222 -0.3248
H 23.85845 -9.37888 34.61805 0.193 0.096 -0.002 0.1227
H 17.10736 -13.12681 24.29997 -0.096 0.155 -0.084 0.1088
H 14.91191 -17.44981 26.07443 -0.172 0.479 0.280 0.1047
H 13.08102 -4.90618 27.63921 0.189 -0.537 -0.528 0.0996
H 14.45914 -11.19519 27.18799 -0.156 1.139 -0.106 0.0467
H 19.79625 -4.04675 26.10755 -0.150 -0.062 0.013 0.0804
O 15.03161 -16.99228 25.24000 0.228 -0.566 -0.727 0.0324
C 26.78728 -5.88972 28.64788 0.289 -0.003 0.781 -0.0100
H 21.44524 -7.76962 27.50305 -0.339 0.008 -2.736 0.0784
C 26.39830 -5.69210 31.01133 1.508 -0.501 0.669 -0.3506
H 16.15304 -11.15382 28.97025 0.281 0.559 0.704 0.0614
H 22.52204 -9.41972 29.27514 0.627 0.533 0.193 0.1093
H 19.84871 -6.87629 26.20867 0.184 0.175 0.359 0.1053
O 22.01860 -5.60098 26.46727 0.477 -0.307 0.700 -0.2919
H 19.65492 -3.74590 27.91756 0.278 0.909 -0.531 0.0660
C 19.21003 -14.37155 32.30734 -0.638 -0.378 1.735 -0.3207
C 17.92476 -14.86615 32.53455 0.430 0.065 -1.213 -0.0074
H 18.36719 -18.05627 35.30526 0.217 0.007 -0.700 0.1070
```
Forces are in eV/Å.